{"formula": "C33H52As3N4O2ReS", "method": "ωB97M-V/def2-TZVPD", "species": ["Re", "C", "O", "C", "C", "C", "C", "C", "C", "N", "N", "C", "C", "O", "C", "C", "C", "C", "C", "C", "C", "C", "H", "H", "H", "H", "H", "H", "H", "H", "H", "H", "H", "H", "H", "C", "As", "C", "C", "C", "C", "C", "As", "C", "C", "C", "As", "C", "C", "H", "H", "H", "H", "H", "H", "H", "H", "H", "H", "H", "H", "H", "H", "H", "H", "H", "H", "H", "H", "H", "H", "H", "H", "H", "H", "H", "C", "C", "N", "C", "S", "N", "C", "C", "H", "H", "H", "H", "H", "H", "H", "H", "H", "H", "H", "H"], "positions_angstrom": [[0.022434, -0.124686, -0.400138], [1.696615, 2.592265, 0.191868], [0.512423, 1.787582, 0.485233], [-0.080847, 1.985397, 1.732912], [-0.103353, 3.192756, 2.398380], [-0.740555, 3.237593, 3.633590], [-1.321573, 2.100880, 4.196909], [-1.256284, 0.884512, 3.547994], [-0.637537, 0.831144, 2.298283], [-0.409940, -0.329794, 1.547680], [-0.336890, -1.435103, 2.271360], [0.529463, -2.355030, 1.944947], [1.744061, -2.033314, 1.117574], [1.754460, -1.050953, 0.315698], [2.913711, -2.804624, 1.322353], [2.856294, -3.932903, 2.079728], [1.664744, -4.396026, 2.737343], [1.669666, -5.584924, 3.461199], [0.514506, -6.005274, 4.110492], [-0.640041, -5.239211, 4.042679], [-0.656696, -4.043806, 3.329325], [0.492682, -3.617106, 2.676766], [2.393257, 2.507424, 1.023880], [1.396756, 3.625036, 0.028465], [2.120014, 2.173850, -0.716150], [0.354713, 4.081453, 1.988936], [-0.780359, 4.176971, 4.167393], [-1.815659, 2.171143, 5.155315], [-1.679338, -0.013021, 3.975858], [3.824698, -2.489935, 0.832700], [3.750768, -4.535596, 2.190516], [2.574702, -6.175025, 3.522919], [0.519508, -6.927894, 4.673905], [-1.535441, -5.568139, 4.551678], [-1.559418, -3.450990, 3.279647], [-3.125561, 1.946741, 0.349244], [-2.130372, 1.119895, -1.096557], [-3.529849, 0.114771, -1.971485], [-1.738544, 2.749027, -2.100913], [-1.101222, 2.734510, -3.496365], [-1.006749, 4.196232, -3.960496], [0.358427, 2.222418, -3.464997], [0.761009, 0.409320, -2.859342], [2.634195, 0.278606, -3.354202], [-0.035916, -0.790495, -4.163155], [-1.937228, 1.907954, -4.477670], [-3.830384, 2.275767, -5.062617], [-4.571573, 3.618845, -3.830427], [-3.424385, 3.493189, -6.536276], [-4.040703, 2.324874, -0.108316], [-2.568792, 2.775178, 0.781226], [-3.383088, 1.226592, 1.123130], [-4.161413, 0.795783, -2.542589], [-4.124295, -0.366380, -1.195308], [-3.124388, -0.644705, -2.636202], [-1.133370, 3.345094, -1.407546], [-2.711893, 3.241385, -2.159770], [-0.361032, 4.778633, -3.300619], [-1.986414, 4.670622, -3.978450], [-0.592228, 4.248601, -4.967971], [0.972995, 2.886162, -2.847053], [0.773969, 2.264821, -4.476049], [2.748264, 0.740875, -4.334978], [2.921188, -0.767755, -3.422101], [3.276906, 0.791339, -2.640514], [-0.058688, -0.297309, -5.133299], [-1.040609, -1.088298, -3.875235], [0.596413, -1.675631, -4.221718], [-2.000636, 0.874478, -4.122763], [-1.399489, 1.864077, -5.430420], [-4.719766, 3.220087, -2.825996], [-5.566326, 3.823108, -4.229244], [-4.030983, 4.562446, -3.779766], [-2.856309, 2.956385, -7.294490], [-2.874322, 4.377045, -6.219080], [-4.367855, 3.806407, -6.981598], [-2.230454, -4.948281, -3.273073], [-1.480311, -5.049681, -1.959357], [-0.112383, -4.512362, -2.075710], [0.305040, -3.302320, -1.759550], [-0.827041, -2.216252, -0.956364], [1.549413, -2.926006, -2.025836], [2.605296, -3.816961, -2.538644], [2.593316, -3.947855, -4.054775], [-3.200850, -5.432514, -3.178406], [-1.693698, -5.445177, -4.081433], [-2.394123, -3.907075, -3.553078], [-1.374495, -6.083713, -1.633599], [-1.985267, -4.508139, -1.163519], [0.524894, -5.087014, -2.611788], [1.819194, -2.028800, -1.652224], [2.497261, -4.789144, -2.050085], [3.551162, -3.406065, -2.186920], [1.607746, -4.221235, -4.434800], [3.294863, -4.720311, -4.365368], [2.892307, -3.018847, -4.537937]], "forces_ev_per_angstrom": [[-0.33, -0.11, 0.39], [-0.08, 0.00, 0.05], [0.32, 0.23, -0.11], [-0.14, -0.10, 0.10], [-0.06, -0.06, 0.00], [-0.02, 0.00, 0.02], [0.02, 0.04, -0.02], [0.06, 0.03, -0.11], [0.08, 0.26, -0.04], [0.02, -0.02, -0.15], [0.14, -0.03, -0.24], [0.14, -0.14, 0.03], [-0.21, -0.05, 0.19], [0.07, -0.04, -0.20], [-0.09, -0.01, 0.04], [0.03, -0.02, 0.00], [0.02, 0.07, -0.02], [-0.13, -0.04, 0.06], [0.11, -0.01, -0.03], [-0.03, 0.11, -0.05], [0.05, -0.08, 0.03], [0.00, 0.03, -0.03], [0.00, 0.04, -0.03], [0.04, -0.01, 0.00], [0.02, 0.02, 0.04], [0.00, 0.01, -0.01], [0.00, 0.01, 0.01], [0.00, 0.01, 0.02], [0.00, -0.01, 0.01], [0.01, 0.01, -0.02], [0.02, 0.00, -0.01], [0.02, 0.00, 0.00], [0.00, -0.01, 0.00], [-0.01, -0.01, 0.01], [-0.02, 0.00, 0.00], [-0.02, -0.07, -0.03], [0.01, -0.07, 0.03], [0.03, 0.00, -0.10], [-0.02, 0.15, 0.02], [-0.03, 0.02, 0.09], [-0.01, -0.01, -0.04], [-0.08, 0.00, 0.02], [-0.10, -0.10, -0.02], [-0.03, 0.14, 0.06], [0.13, -0.02, -0.07], [-0.04, -0.17, 0.04], [0.12, 0.11, -0.04], [-0.08, -0.03, 0.03], [-0.07, 0.00, -0.01], [0.00, 0.03, 0.07], [0.00, -0.01, 0.01], [0.02, -0.02, -0.02], [-0.01, -0.03, 0.03], [0.01, -0.01, -0.01], [0.01, 0.02, 0.01], [0.01, -0.03, -0.02], [0.08, 0.02, -0.01], [0.00, 0.02, 0.01], [0.04, -0.04, 0.00], [0.01, 0.00, -0.01], [-0.01, -0.03, 0.00], [-0.03, 0.04, 0.02], [0.04, -0.04, 0.02], [0.04, -0.04, 0.03], [-0.01, -0.02, -0.01], [0.00, -0.04, 0.00], [0.00, 0.04, 0.01], [-0.02, 0.01, -0.02], [0.08, 0.07, 0.01], [-0.05, -0.02, -0.02], [-0.03, -0.01, -0.01], [0.01, 0.04, 0.01], [0.02, -0.04, -0.01], [0.00, 0.01, -0.01], [0.00, -0.01, 0.02], [0.01, 0.00, -0.01], [-0.05, -0.01, -0.01], [0.02, 0.01, 0.09], [0.09, 0.08, -0.13], [-0.01, -0.03, -0.17], [-0.13, 0.09, 0.06], [0.05, -0.05, 0.18], [-0.06, 0.03, 0.01], [0.02, -0.03, 0.01], [-0.02, 0.01, 0.00], [0.02, -0.02, 0.01], [0.01, 0.02, 0.00], [-0.02, 0.00, -0.04], [-0.02, -0.04, 0.00], [0.01, -0.03, 0.07], [0.02, -0.01, 0.00], [0.01, 0.00, 0.00], [-0.01, -0.01, -0.05], [-0.02, -0.03, -0.01], [0.02, 0.00, 0.00], [-0.01, 0.04, 0.00]], "multiplicity": 2, "e_above_lowest_kj_mol": 16.06, "charge": 3, "orbital_gap_ha": [0.1562, 0.1892]}